# C35H31Br3N6O10

A structure of composition C35H31Br3N6O10 at a distorted geometry (ωB97M-V with the def2-TZVPD basis set, OMol25).

XYZ file:
```
85
Properties=species:S:1:pos:R:3:forces:R:3
N -14.473969 5.224622 22.947266 -0.2 -2.2 -0.1
C -15.318485 4.118729 23.031517 -1.9 1.2 1.1
C -14.707859 3.112475 23.758030 -1.6 -0.5 -1.7
C -13.388272 3.447573 23.788234 2.9 1.7 0.9
C -13.274505 4.761456 23.371769 1.1 0.7 0.1
H -14.652129 6.197331 22.741874 -0.3 -0.5 -0.3
H -16.353835 4.211448 22.738517 0.0 0.0 0.1
H -15.130302 2.187472 24.121775 -0.2 0.0 -0.4
H -12.540080 2.892054 24.160210 -0.1 -0.1 0.1
H -12.465033 5.475385 23.333626 0.4 -0.4 0.2
C -9.885710 2.835518 22.206815 0.6 -0.7 -0.6
Br -8.268020 3.288328 21.159090 -0.6 -0.2 0.8
Br -9.422269 1.415949 23.525410 -0.4 1.0 -0.5
Br -11.240319 2.219924 20.934106 0.3 0.3 0.6
H -10.231829 3.722237 22.737886 0.1 -0.2 -0.1
C -11.605524 -2.199553 23.098703 0.8 -0.5 0.8
C -12.460858 -3.032556 23.777599 0.7 -1.2 -0.2
C -13.808642 -2.831150 23.813579 -1.2 0.1 -0.5
C -14.275747 -1.650337 23.272205 -0.1 1.1 -1.0
C -13.379681 -0.711276 22.716023 -1.9 -0.1 -0.3
C -12.067567 -1.023717 22.574049 1.1 0.3 0.1
N -15.746072 -1.372918 23.066420 -0.7 1.3 0.7
O -16.536555 -2.268334 23.288615 0.7 -0.1 -0.2
O -16.112027 -0.223267 22.758441 1.2 -1.6 0.2
H -10.565211 -2.485858 23.052163 0.2 0.1 -0.2
H -12.126868 -3.996349 24.132502 0.3 0.0 0.2
H -14.424894 -3.677280 24.079464 -0.4 0.4 0.4
H -13.748722 0.187371 22.244167 -0.3 0.1 0.2
H -11.368546 -0.346981 22.105214 -0.2 0.1 -0.1
C -12.079750 -0.274649 26.361502 -0.5 -1.0 1.6
C -10.782514 -0.781009 26.434008 -0.3 -0.8 -0.1
C -10.498786 -1.973810 27.110890 0.4 -0.5 -0.8
C -11.509938 -2.754374 27.704635 2.7 0.1 -0.5
C -12.732293 -2.233333 27.710276 -2.8 1.1 -0.1
C -13.058242 -0.996088 27.074624 1.0 -0.5 0.9
N -11.184213 -4.073559 28.377361 0.8 -0.5 0.6
O -9.987733 -4.435762 28.320552 -2.6 0.6 0.1
O -12.090731 -4.683553 28.972927 1.7 1.3 -1.4
H -12.230908 0.694225 25.908895 -0.4 -0.1 -0.1
H -10.030289 -0.238046 25.881050 0.4 -0.2 0.2
H -9.501607 -2.383691 27.047304 0.1 0.1 0.2
H -13.492631 -2.777759 28.250550 -0.3 0.1 0.0
H -14.004948 -0.607690 27.420027 -0.3 0.3 -0.8
C -9.476136 6.020345 19.751145 0.9 -0.2 0.3
C -8.716215 5.973737 18.607368 -0.2 0.9 -1.2
C -9.330148 5.842922 17.345102 1.9 -0.1 0.3
C -10.677256 5.682048 17.221695 0.1 0.6 1.9
C -11.418931 5.630364 18.408374 -0.4 0.1 -1.1
C -10.809917 5.791359 19.659700 -2.1 -0.2 -0.9
N -11.253807 5.682475 15.885700 1.2 -0.6 -1.4
O -10.613824 6.271529 14.998360 -1.1 -0.5 1.3
O -12.209565 4.962893 15.686366 -0.4 0.5 0.1
H -9.032831 6.153691 20.726898 0.1 0.2 0.0
H -7.676789 6.263914 18.649696 0.2 -0.4 -0.1
H -8.707174 5.818440 16.463220 0.0 0.2 -0.1
H -12.476971 5.529095 18.216803 -0.3 -0.1 0.7
H -11.429412 5.779407 20.544276 -0.1 0.0 0.1
C -8.240124 -0.381774 20.598466 -0.1 1.0 0.9
C -6.908187 -0.478176 20.232076 -0.8 -1.5 -1.7
C -6.599032 -1.548272 19.356487 2.0 1.1 0.4
C -7.536451 -2.448942 18.908413 1.0 0.0 -0.2
C -8.794946 -2.320464 19.351602 -3.0 0.1 0.8
C -9.190820 -1.313983 20.265068 0.8 -1.0 -1.3
N -7.280674 -3.560434 17.919275 0.9 -0.6 -0.9
O -8.255751 -4.186606 17.515678 0.8 0.7 0.6
O -6.126512 -3.798661 17.531976 -1.5 0.9 1.0
H -8.567177 0.496191 21.135704 0.1 -0.1 0.2
H -6.206090 0.304367 20.479213 0.2 -0.2 0.0
H -5.578419 -1.605985 19.008034 0.1 -0.2 -0.1
H -9.512734 -2.988189 18.898470 -0.3 -0.1 0.4
H -10.202154 -1.233157 20.635283 0.0 -0.1 -0.3
C -9.212579 9.712837 26.800211 0.5 -0.8 -1.3
C -10.295044 9.146921 26.132144 -0.4 1.0 0.6
C -10.190450 8.150121 25.197243 0.8 -1.6 -0.3
C -8.917127 7.595106 24.944088 -0.1 2.1 -0.9
C -7.806749 8.245194 25.497248 0.5 -1.5 1.0
C -7.933363 9.226858 26.466385 -1.5 1.1 0.3
N -8.692192 6.555370 23.880501 -0.3 -2.5 1.6
O -9.709619 6.029587 23.379037 1.5 1.3 0.2
O -7.562391 6.058842 23.796961 -1.6 1.3 -0.4
H -9.394107 10.556620 27.449422 0.2 -0.1 0.2
H -11.265522 9.569845 26.345907 -0.2 -0.2 -0.1
H -11.083588 7.712841 24.775950 0.1 0.1 -0.3
H -6.826138 7.796783 25.436258 0.1 0.1 -0.8
H -7.098841 9.704093 26.958555 0.4 -0.3 -0.2
```
Positions in Å, forces in eV/Å.

Net charge = 0
Energy above the lowest of the compared OMol25 structures with the same formula, charge and spin = 237.7 kJ/mol
Molar mass = 935.4 g/mol
DFT total energy = -10154.720625 Eh